Entry 1:
Here is a cluster of 16 separate species, C24H56F3N17O31 in total in a non-equilibrium geometry from OMol25. Energies are from the ωB97M-V functional and the def2-TZVPD basis.

Structure (XYZ):
```
131
Properties=species:S:1:pos:R:3
C 3.8658 -0.0817 0.4932
C 3.4069 -1.3888 -0.2155
C 4.1554 -1.4426 -1.5264
N 4.5855 -1.3345 -2.5504
C 1.8847 -1.4314 -0.5587
C 1.7187 -2.4023 -1.7380
N 1.3457 -2.9678 -2.6285
C 0.9966 -1.9193 0.6220
C -0.5096 -1.8993 0.1993
O -1.2841 -1.0701 1.0621
C -2.0778 -0.1335 0.3872
C -1.4347 1.2987 0.4738
F -0.2844 1.1920 1.1450
F -2.2247 2.1731 1.0643
F -1.1250 1.7885 -0.7329
H 4.2460 -0.2523 1.5085
H 4.7187 0.3352 -0.0635
H 3.0947 0.7030 0.5020
H 3.7453 -2.2703 0.3461
H 1.5844 -0.4146 -0.8482
H 1.0573 -1.2674 1.5073
H 1.2572 -2.9479 0.9481
H -0.6349 -1.6860 -0.8728
H -0.8710 -2.9341 0.3404
H -3.0313 -0.0475 0.9360
H -2.3106 -0.3907 -0.6539
C -2.0901 0.9699 4.0684
N -1.6026 -0.0721 5.0101
O -0.4148 -0.3217 5.0119
O -2.4368 -0.6074 5.7181
H -1.2459 1.3528 3.5062
H -2.8143 0.4990 3.4063
H -2.5511 1.7632 4.6505
C 1.4514 -6.9505 -1.3995
N 0.6822 -6.1358 -0.4210
O -0.4554 -6.4786 -0.1730
O 1.2490 -5.1767 0.0626
H 0.8211 -7.7646 -1.7436
H 1.7267 -6.2949 -2.2224
H 2.3320 -7.3297 -0.8880
C -4.5549 -2.2411 3.4032
N -4.7189 -1.6299 2.0561
O -4.8461 -2.3744 1.1065
O -4.7144 -0.4122 1.9964
H -4.5791 -3.3201 3.2984
H -3.5982 -1.9105 3.8004
H -5.3773 -1.8919 4.0217
C -3.3934 3.8209 7.6572
N -3.5671 4.2623 6.2470
O -3.7303 3.4009 5.4005
O -3.5338 5.4539 6.0354
H -3.4458 2.7377 7.6909
H -2.4217 4.1740 7.9917
H -4.1949 4.2672 8.2396
C -3.1051 -7.0220 -2.0564
N -2.5333 -8.1836 -2.7884
O -1.8840 -8.9901 -2.1519
O -2.7579 -8.2464 -3.9813
H -2.8276 -7.0967 -1.0112
H -2.6949 -6.1188 -2.5010
H -4.1836 -7.0644 -2.1750
C -3.0701 4.9695 2.3459
N -2.4948 6.2481 1.8550
O -3.1389 7.2634 2.0308
O -1.4088 6.1913 1.3089
H -4.0305 5.1735 2.8071
H -3.1852 4.3114 1.4898
H -2.3734 4.5490 3.0649
C 3.4089 0.9977 -4.9537
N 4.1463 2.0476 -5.7017
O 4.5689 1.7701 -6.8059
O 4.2883 3.1215 -5.1465
H 3.3728 0.1002 -5.5616
H 3.9531 0.8160 -4.0300
H 2.4050 1.3710 -4.7484
C -5.4081 -10.7718 -3.5128
N -6.1967 -9.9688 -2.5383
O -7.3335 -10.3176 -2.3061
O -5.6353 -9.0104 -2.0411
H -6.0278 -11.5861 -3.8720
H -5.1232 -10.1103 -4.3269
H -4.5321 -11.1496 -2.9919
C -1.4609 2.9353 -4.4233
N -0.5744 1.7395 -4.4272
O 0.6011 1.9098 -4.1538
O -1.0859 0.6774 -4.7019
H -0.8686 3.8054 -4.1616
H -1.8784 3.0351 -5.4214
H -2.2411 2.7606 -3.6875
C 7.1426 4.4534 -4.9073
N 8.6091 4.2078 -4.9619
O 9.0814 3.4760 -4.1111
O 9.2297 4.7478 -5.8529
H 6.7310 3.9067 -4.0665
H 6.9887 5.5225 -4.7877
H 6.7188 4.0987 -5.8425
C -5.5042 8.4517 3.7124
N -6.8204 7.9017 4.1378
O -6.9780 7.6647 5.3193
O -7.6487 7.7264 3.2666
H -4.8710 8.5531 4.5873
H -5.0719 7.7557 3.0025
H -5.6875 9.4187 3.2517
C 8.7172 -0.6793 -2.5070
N 7.6433 -0.1572 -1.6213
O 7.3173 -0.8329 -0.6642
O 7.1616 0.9175 -1.9164
H 9.0478 -1.6378 -2.1224
H 8.2947 -0.7842 -3.5028
H 9.5285 0.0450 -2.4977
C 1.2629 4.2313 2.4954
N 0.4937 4.3514 3.7623
O 1.0452 4.8512 4.7154
O -0.6529 3.9333 3.7480
H 2.2551 4.6397 2.6532
H 1.3116 3.1749 2.2422
H 0.7250 4.7935 1.7351
C 11.2674 3.2571 -1.1207
N 12.0411 1.9858 -1.1501
O 13.2188 2.0359 -0.8646
O 11.4315 0.9796 -1.4605
H 11.9319 4.0634 -0.8297
H 10.8706 3.4220 -2.1202
H 10.4664 3.1342 -0.3969
C -8.2506 -3.6169 0.4902
N -9.0089 -3.4753 1.7628
O -8.4347 -2.9571 2.7030
O -10.1483 -3.8879 1.7723
H -7.2556 -3.2076 0.6314
H -8.2027 -4.6763 0.2527
H -8.7894 -3.0676 -0.2769
```

- electronic energy (eV) = -122710.320
- frontier orbital gap (hartree) = 0.3803
- multiplicity = 1
- relative energy (zero: lowest compared OMol25 entry of this formula, charge and spin) (kcal/mol) = 17.6
- F_max (eV Å⁻¹) = 5.672



Entry 2:
Here is a cluster of 5 separate species, C24H56N4O3 in total in a non-equilibrium geometry from OMol25. Energies are from the ωB97M-V functional and the def2-TZVPD basis.

Structure (XYZ):
```
87
Properties=species:S:1:pos:R:3
O -29.9793 -6.9542 28.0208
C -30.2561 -6.6191 26.8689
N -31.3438 -7.1370 26.2660
C -29.5298 -5.4948 26.1412
H -31.5273 -6.8255 25.3228
H -31.8465 -7.8449 26.7819
H -28.6047 -5.2621 26.6687
H -30.2484 -4.6800 26.0523
H -29.2448 -5.7187 25.1132
C -34.5881 -3.9868 28.6529
C -34.7697 -4.5058 30.1081
N -33.8455 -5.5232 30.6359
C -33.8902 -6.7665 29.8002
C -35.2186 -7.3760 29.9078
C -32.4510 -4.9892 30.6605
C -31.5357 -5.6844 31.6222
H -34.2183 -2.9654 28.7435
H -35.4570 -4.0459 27.9975
H -33.9223 -4.6020 28.0476
H -34.7198 -3.6449 30.7747
H -35.7641 -4.9413 30.2057
H -33.5842 -6.6282 28.7633
H -33.0283 -7.3725 30.0794
H -35.7881 -7.2898 30.8331
H -36.0266 -7.1944 29.1991
H -35.1451 -8.4466 29.7165
H -32.5075 -3.9072 30.7797
H -32.0352 -5.2845 29.6972
H -31.5410 -5.1555 32.5752
H -30.5247 -5.6574 31.2155
H -31.7722 -6.7458 31.6973
C -25.7549 -5.3749 28.3872
C -25.5940 -3.8445 28.3604
N -24.2480 -3.3758 28.5763
C -23.5240 -3.9842 29.7571
C -22.0106 -3.6829 29.7333
C -24.0429 -1.9299 28.3139
C -24.4882 -1.0458 29.5188
H -26.5909 -5.4112 27.6887
H -25.9498 -5.7352 29.3973
H -24.9762 -5.9456 27.8812
H -25.8472 -3.4421 27.3796
H -26.2940 -3.3214 29.0119
H -23.9973 -3.5459 30.6357
H -23.5702 -5.0715 29.6957
H -21.6139 -3.8908 28.7396
H -21.8877 -2.6451 30.0429
H -21.4408 -4.1391 30.5428
H -24.6126 -1.6153 27.4395
H -23.0222 -1.8003 27.9542
H -24.6846 -0.0653 29.0852
H -23.6242 -0.8863 30.1640
H -25.3782 -1.3610 30.0635
C -33.3580 -4.3868 22.8605
C -33.6186 -5.8066 22.4163
N -33.6945 -6.8703 23.4651
C -34.7049 -6.4579 24.4400
C -34.7761 -7.2098 25.7339
C -33.9641 -8.1327 22.8483
C -32.7444 -8.7111 22.2130
H -33.1096 -3.8000 21.9762
H -32.4549 -4.2143 23.4460
H -34.2712 -3.9255 23.2366
H -34.5217 -5.8510 21.8076
H -32.8308 -6.0338 21.6980
H -34.3897 -5.4788 24.8008
H -35.7093 -6.2840 24.0539
H -35.1962 -6.5070 26.4532
H -35.3056 -8.1603 25.7999
H -33.8823 -7.4942 26.2892
H -34.7161 -7.9185 22.0890
H -34.3808 -8.8094 23.5944
H -32.9586 -9.7021 21.8128
H -31.8417 -8.8636 22.8045
H -32.4288 -8.1400 21.3399
O -26.1365 -11.4425 29.2420
C -26.6942 -10.4572 29.7668
O -26.1612 -9.8494 30.8400
C -26.9237 -8.6597 31.1607
C -28.3129 -8.9416 30.5385
C -28.0126 -9.8043 29.3189
H -26.4642 -7.8381 30.6112
H -27.0838 -8.3995 32.2071
H -28.7929 -7.9636 30.5010
H -28.7486 -9.4992 31.3676
H -27.8969 -9.3304 28.3441
H -28.9144 -10.3901 29.1413
```

- electronic energy (eV) = -37896.320
- frontier orbital gap (hartree) = 0.3054
- multiplicity = 1
- structure (SMILES) = CCN(CC)CC.CCN(CC)CC.CCN(CC)CC.O=C1CCCO1.CC(N)=O
- F_max (eV Å⁻¹) = 4.158